No. 1
Molecular formula: C12H12FNO
Method: DFT, ωB97M-V/def2-TZVPD

The value obtained for the energy above the lowest of the compared OMol25 structures with the same formula, charge and spin is 0.272 eV. As for the spin multiplicity: 1. As for the SMILES: CO/C=C/C=C\C=C(\F)c1ccncc1. The LUMO energy comes out at 0.37 eV. The HOMO energy is -7.848 eV. The net charge is 0. The value obtained for the HOMO-LUMO gap is 8.223 eV.

Structure (XYZ):
```
27
C12H12FNO | the OMol25 dataset | ωB97M-V/def2-TZVPD
C 3.74 -0.43 2.08
O 3.68 -0.20 0.64
C 2.45 0.10 0.08
C 2.29 0.58 -1.19
C 1.03 0.77 -1.85
C -0.18 1.07 -1.32
C -0.37 1.24 0.12
C -1.42 0.83 0.80
F -1.32 0.93 2.14
C -2.57 0.13 0.30
C -3.43 0.85 -0.52
C -4.59 0.23 -1.00
N -4.72 -1.08 -0.79
C -3.87 -1.82 -0.03
C -2.78 -1.25 0.52
H 3.29 -1.44 2.30
H 3.08 0.45 2.59
H 4.80 -0.26 2.26
H 1.57 -0.19 0.69
H 3.22 0.55 -1.83
H 1.08 0.49 -2.93
H -1.05 0.88 -1.97
H 0.35 1.89 0.57
H -3.24 1.75 -0.96
H -5.30 0.91 -1.46
H -4.20 -2.75 0.34
H -2.17 -1.75 1.27
```

=====

No. 2
Molecular formula: C7H9N3O2
Method: DFT, ωB97M-V/def2-TZVPD

The value obtained for the energy above the lowest of the compared OMol25 structures with the same formula, charge and spin is 2.470 eV. As for the spin multiplicity: 1. As for the SMILES: C1=Nc2ccnn2C1.CC(=O)O. The LUMO energy comes out at 0.46 eV. The HOMO energy is -9.006 eV. The net charge is 0. The value obtained for the HOMO-LUMO gap is 9.469 eV.

Structure (XYZ):
```
21
C7H9N3O2 | the OMol25 dataset | ωB97M-V/def2-TZVPD
C -2.23 -0.95 0.84
N -2.55 -1.26 -0.36
C -2.13 -0.24 -1.20
C -1.64 -0.04 -2.48
C -0.72 1.03 -2.38
N -0.63 1.45 -1.13
N -1.55 0.73 -0.42
C -1.59 0.41 0.95
H -2.63 -1.57 1.71
H -1.69 -0.74 -3.27
H -0.13 1.38 -3.20
H -2.25 1.23 1.48
H -0.56 0.34 1.44
C 3.36 -0.64 1.33
C 1.99 -0.08 1.10
O 1.09 -0.07 1.94
O 1.89 0.49 -0.11
H 3.28 -1.38 2.14
H 4.28 0.01 1.36
H 3.46 -1.02 0.36
H 0.95 0.94 -0.09
```

=====

No. 3
Molecular formula: C2H7N4O
Method: DFT, ωB97M-V/def2-TZVPD

The value obtained for the energy above the lowest of the compared OMol25 structures with the same formula, charge and spin is 3.579 eV. As for the spin multiplicity: 1. The LUMO energy (alpha / beta) comes out at -6.67 / -6.67 eV. The HOMO energy (alpha / beta) is -13.424 / -13.423 eV. The net charge is +1. The value obtained for the HOMO-LUMO gap (alpha / beta) is 6.753 / 6.750 eV.

Structure (XYZ):
```
14
C2H7N4O | the OMol25 dataset | ωB97M-V/def2-TZVPD
C 0.68 0.57 0.00
C -0.55 -1.61 -0.05
N -2.63 0.74 0.17
N 1.95 0.13 0.01
N -0.35 -0.22 -0.01
N 0.45 1.89 0.00
O -3.15 -0.25 0.08
H -0.28 -2.11 0.88
H -1.64 -1.76 -0.20
H -0.04 -2.08 -0.90
H 2.16 -0.85 0.07
H 2.73 0.77 0.01
H 1.20 2.56 -0.02
H -0.50 2.22 -0.04
```

=====

No. 4
Molecular formula: C3H2N2
Method: DFT, ωB97M-V/def2-TZVPD

The value obtained for the energy above the lowest of the compared OMol25 structures with the same formula, charge and spin is 5.957 eV. As for the spin multiplicity: 1. As for the SMILES: C1[C@]23N4N2[C@@]143. The LUMO energy comes out at -0.55 eV. The HOMO energy is -10.893 eV. The net charge is 0. The value obtained for the HOMO-LUMO gap is 10.339 eV.

Structure (XYZ):
```
7
C3H2N2 | the OMol25 dataset | ωB97M-V/def2-TZVPD
C 0.78 0.02 0.02
C -0.49 -0.81 0.01
N -1.32 0.01 -0.72
N -1.38 -0.03 0.74
C -0.42 0.87 0.04
H 1.56 -0.04 0.77
H 1.26 -0.02 -0.87
```

=====

No. 5
Molecular formula: C28H44InO4
Method: DFT, ωB97M-V/def2-TZVPD

As for the spin multiplicity: 1. The LUMO energy comes out at 2.32 eV. The HOMO energy is -4.647 eV. The net charge is -1. The value obtained for the HOMO-LUMO gap is 6.971 eV.

Structure (XYZ):
```
77
C28H44InO4 | the OMol25 dataset | ωB97M-V/def2-TZVPD
C 0.77 -2.60 3.33
C -0.43 -1.88 2.68
O -1.04 -0.96 3.57
C -1.44 -2.98 2.18
O -2.76 -2.55 2.36
In -3.41 -1.31 0.79
C -3.75 -2.65 -1.00
C -3.07 -2.01 -2.21
O -2.64 -2.96 -3.21
C -1.27 -2.87 -3.53
C -0.90 -1.52 -4.17
O 0.48 -1.50 -4.56
C 1.27 -0.80 -3.67
C 2.20 -1.43 -2.88
C 2.99 -0.75 -1.99
C 2.89 0.63 -1.85
C 3.79 1.36 -0.80
C 5.18 1.46 -1.49
C 3.19 2.76 -0.61
C 3.78 0.46 0.47
C 4.00 1.13 1.84
C 2.71 1.76 2.43
C 5.20 2.12 1.91
C 4.36 -0.04 2.83
C 1.97 1.26 -2.67
C 1.19 0.56 -3.56
C -5.27 -0.30 1.52
C -5.58 1.06 0.92
C -6.58 1.85 1.49
C -6.92 3.07 0.98
C -6.29 3.57 -0.15
C -5.30 2.81 -0.72
C -4.94 1.59 -0.19
H 0.43 -2.95 4.32
H 1.56 -1.87 3.51
H 1.12 -3.44 2.73
H -0.11 -1.31 1.80
H -1.01 -1.35 4.45
H -1.31 -3.90 2.78
H -1.29 -3.19 1.10
H -2.16 -0.09 0.42
H -4.82 -2.77 -1.16
H -3.28 -3.61 -0.74
H -2.24 -1.40 -1.84
H -3.84 -1.39 -2.69
H -1.06 -3.64 -4.27
H -0.64 -3.09 -2.65
H -1.53 -1.38 -5.06
H -1.16 -0.69 -3.51
H 2.29 -2.52 -2.94
H 3.70 -1.32 -1.40
H 5.00 1.64 -2.56
H 5.74 0.52 -1.40
H 5.77 2.31 -1.11
H 2.15 2.73 -0.26
H 3.76 3.41 0.07
H 3.20 3.28 -1.58
H 4.62 -0.25 0.35
H 2.89 -0.18 0.53
H 2.79 1.88 3.52
H 1.89 1.06 2.23
H 2.49 2.74 2.00
H 5.82 1.93 2.79
H 4.82 3.14 2.04
H 5.85 2.09 1.03
H 3.84 -0.96 2.56
H 4.12 0.25 3.86
H 5.45 -0.19 2.80
H 1.83 2.33 -2.65
H 0.46 1.10 -4.17
H -5.14 -0.14 2.61
H -6.12 -0.99 1.44
H -7.12 1.51 2.37
H -7.72 3.66 1.44
H -6.56 4.54 -0.56
H -4.76 3.16 -1.59
H -4.14 1.01 -0.64
```

=====

No. 6
Molecular formula: CH2Cl3N3
Method: DFT, ωB97M-V/def2-TZVPD

The value obtained for the energy above the lowest of the compared OMol25 structures with the same formula, charge and spin is 0.340 eV. As for the spin multiplicity: 1. As for the SMILES: N/C(=N/Cl)N(Cl)Cl. The LUMO energy comes out at -0.83 eV. The HOMO energy is -8.918 eV. The net charge is 0. The value obtained for the HOMO-LUMO gap is 8.087 eV.

Structure (XYZ):
```
9
CH2Cl3N3 | the OMol25 dataset | ωB97M-V/def2-TZVPD
N -1.10 -0.15 -0.88
C -0.10 -0.33 -0.01
N 0.19 -1.48 0.40
Cl 1.13 -1.88 1.74
N 0.54 0.82 0.44
Cl 0.17 2.40 -0.40
Cl 2.06 0.80 1.16
H -1.72 -0.94 -1.04
H -1.17 0.76 -1.40
```

=====

> Number 1 is which compound?

C12H12FNO